Formula: C23H42Cl2N5O4S2
Source: OMol25
Level of theory: the ωB97M-V functional and the def2-TZVPD basis

Geometry as XYZ:
```
78
Properties=species:S:1:pos:R:3:forces:R:3
Cl -3.11448 -2.07787 -6.99626 -0.033 -0.012 0.051
Cl -0.50239 -2.44229 -8.27892 0.021 -0.021 0.015
S 3.04996 2.49329 -0.77061 -0.259 0.147 0.003
S 4.53860 0.24521 0.42186 0.232 0.255 0.293
O -3.54808 3.41270 5.55639 0.738 1.373 0.833
O -3.07333 1.51355 4.49105 -0.182 -0.306 -0.821
O -2.01521 2.16162 0.12545 0.025 -0.063 0.205
O 3.80529 1.29949 -4.91953 -0.129 0.080 0.046
N 4.03385 0.42911 -2.20846 -0.536 0.070 -0.240
N -1.21650 -0.59302 1.39552 0.273 0.351 0.500
N 0.56872 -1.38131 5.20411 0.135 0.143 -0.022
N -0.17225 -2.96864 -3.87122 0.212 -0.120 0.225
N -1.45317 0.94123 2.91224 0.506 -0.524 0.023
C -3.41240 0.61993 1.37937 0.315 0.787 -0.647
C -1.99953 2.00844 3.70872 -0.003 0.179 0.278
C 0.63987 0.06844 5.43919 -0.200 -0.468 0.224
C -0.02320 -0.55037 2.11528 -0.206 0.518 0.918
C -2.05561 0.31796 1.88960 -0.059 -0.108 0.144
C 5.21522 0.94352 -2.94477 0.357 -0.063 0.467
C 4.88971 1.79627 -4.16711 0.199 -0.069 -0.239
C 0.80513 0.84665 4.12786 -0.106 -0.427 0.069
C -3.37462 1.84474 0.40830 0.502 -0.080 0.075
C -0.16801 0.41592 3.08695 -0.194 -0.592 -1.110
C 1.17091 -1.39122 1.80572 -0.433 0.465 -0.523
C -1.58298 -1.87856 -2.18773 0.255 -0.182 0.681
C 2.64580 1.30284 -4.09202 0.630 -0.135 -0.443
C -0.16734 -2.28152 -2.57282 -0.214 -0.112 -0.515
C 3.41939 -1.17364 0.56952 -0.484 -0.219 -0.529
C 3.81136 1.08672 -0.98607 0.375 -0.239 0.057
C 2.83283 0.24716 -3.03305 -0.569 0.251 0.311
C 1.93926 -0.75354 0.63458 0.504 -0.063 0.477
C -5.32085 2.38846 4.37018 -0.261 -0.289 0.026
C -3.93312 2.53685 4.87844 -0.457 -0.784 -0.351
C -1.47610 -1.50113 0.27824 0.068 0.082 -0.198
C -1.60897 -0.81660 -1.07722 -0.374 -0.495 -0.166
C -1.58657 -2.97164 -6.98735 0.062 -0.040 0.028
H 2.54636 2.29441 -3.65023 -0.261 0.082 0.105
H 1.45718 -0.95944 -0.31916 -0.154 0.060 -0.091
H 2.83523 -0.73846 -3.49597 0.323 -0.114 -0.138
H -1.95924 3.06807 -0.18887 0.010 0.030 -0.116
H -2.07298 -2.76985 -1.78634 -0.306 -0.084 -0.234
H -3.87845 1.58697 -0.51983 -0.293 0.065 -0.019
H 3.69993 -1.67090 1.49309 0.249 0.065 0.151
H -5.91012 3.24288 4.67353 -0.066 0.099 0.071
H -4.06055 0.87683 2.20582 -0.189 -0.353 0.181
H -1.80312 -4.02408 -7.12862 -0.055 0.019 -0.095
H 0.78725 -3.17437 -4.12882 0.010 0.032 -0.143
H 1.79616 1.07412 -4.72849 -0.125 0.008 -0.047
H -0.64727 -2.19616 0.23524 0.140 -0.072 0.150
H -0.81103 -0.09435 -1.22203 0.002 0.249 0.049
H 1.78492 -1.41037 2.69655 0.084 -0.157 0.174
H 1.15641 -1.87137 5.86319 0.047 -0.051 -0.005
H -5.33531 2.30115 3.28697 0.036 -0.011 -0.127
H 5.77504 1.57813 -2.25998 0.127 -0.018 0.090
H -3.78750 -0.23256 0.82739 -0.181 -0.243 0.216
H -5.75852 1.47896 4.77719 -0.054 -0.106 -0.005
H -3.85290 2.70298 0.87488 -0.249 0.038 -0.019
H -2.13777 -1.55855 -3.06286 0.040 0.130 -0.150
H 0.74264 1.91332 4.31987 0.116 0.164 -0.056
H 5.88735 0.12969 -3.20351 -0.183 -0.290 -0.176
H 1.79427 0.63449 3.73319 0.171 0.121 -0.064
H -0.36869 -1.72307 5.35705 -0.076 -0.053 -0.069
H -2.57287 -0.31664 -1.11767 0.047 0.344 -0.035
H -1.21419 2.38801 4.35015 0.135 0.028 0.038
H -0.61074 -3.87774 -3.76594 -0.112 -0.022 -0.028
H 1.90732 0.31906 0.80805 -0.069 0.197 -0.169
H -2.31892 2.82708 3.06368 -0.164 -0.019 -0.122
H 3.57830 -1.89057 -0.23283 0.153 0.012 -0.124
H -1.09868 -2.80154 -6.03453 -0.012 0.085 -0.002
H 0.84437 -2.40267 1.57714 0.206 -0.242 0.157
H 0.27000 -2.91560 -1.79505 0.133 0.129 0.209
H 1.48975 0.26487 6.08609 0.107 0.230 -0.005
H -0.24633 0.40028 5.98072 -0.090 0.230 -0.017
H 0.44541 -1.38982 -2.68321 0.111 0.086 0.024
H 5.75908 1.78114 -4.81975 0.080 -0.020 -0.076
H -2.36078 -2.09194 0.50295 -0.152 0.001 0.040
H 4.72333 2.84339 -3.90133 -0.249 0.056 0.179
H 1.96449 0.26545 -2.37315 -0.002 0.005 0.155
```
Forces are in eV/Å.

Computed properties:
Largest force on an atom, eV Å⁻¹: 1.77
Charge: +1
Frontier orbital gap, eV: 7.723
E_tot, Eh: -3192.83755
Spin multiplicity: 1
ΔE to the lowest compared entry with this formula, charge and spin, kJ/mol: 0.0